(1)
The following is a DFT calculation (wB97M-V/def2-TZVPD) of the molecule C3H2S.

Cartesian coordinates (Å):
S -0.676 0.847 -2.045
C 0.046 -0.015 0.328
C -0.188 -0.080 1.536
C 0.219 0.026 -1.026
H 0.957 -0.708 -1.419
H -0.358 -0.070 2.627

Calculated values
Gap between HOMO and LUMO: 8.01 eV
LUMO energy: -1.1 eV
Max |F|: 5.35 eV/A
Total charge: 0
Calculated total energy: -513.5933 Eh

The molecule's Mulliken atomic charges, reported in e, are given here: atom 1 (S): -0.199, atom 2 (C): -0.070, atom 3 (C): 0.212, atom 4 (C): -0.589, atom 5 (H): 0.276, atom 6 (H): 0.371

---

(2)
The following is a DFT calculation (wB97M-V/def2-TZVPD) of the molecule C3H2S2.

Cartesian coordinates (Å):
S 0.224 1.655 0.042
S 1.187 -1.144 0.015
C -1.221 -0.428 -0.194
C 0.101 0.021 -0.239
C -2.464 -0.660 0.098
H 2.266 -0.543 0.604
H -3.340 -1.237 0.489

Calculated values
Gap between HOMO and LUMO: 7.49 eV
LUMO energy: -1.2 eV
Max |F|: 8.81 eV/A
Total charge: 0
Calculated total energy: -911.7512 Eh

Results of the Mulliken charge analysis, in e, for atoms 1 through 6: atom 1 (S): -0.210, atom 2 (S): -0.221, atom 3 (C): -0.247, atom 4 (C): 0.387, atom 5 (C): -0.225, atom 6 (H): 0.176

---

(3)
The following is a DFT calculation (wB97M-V/def2-TZVPD) of a structure of composition C3H2S2.

Cartesian coordinates (Å):
S -2.587 -1.369 0.128
S -2.611 1.360 0.127
C -0.268 0.003 0.081
C -3.143 -0.010 -0.788
C -1.525 0.006 0.451
H 0.296 0.919 -0.003
H 0.281 -0.919 0.017

Calculated values
Gap between HOMO and LUMO: 7.94 eV
LUMO energy: -0.4 eV
Max |F|: 2.56 eV/A
Total charge: 0
Calculated total energy: -911.7228 Eh

Results of the Mulliken charge analysis, in e, for atoms 1 through 6: atom 1 (S): -0.008, atom 2 (S): -0.007, atom 3 (C): -0.642, atom 4 (C): -0.108, atom 5 (C): 0.282, atom 6 (H): 0.241

---

(4)
The following is a DFT calculation (wB97M-V/def2-TZVPD) of a cluster of 13 separate species, C3H31O13 in total.

Cartesian coordinates (Å):
O -5.277 -0.194 0.141
O -2.613 3.436 -0.923
O 3.076 -0.658 1.648
O 3.262 -2.775 -0.126
O 3.367 1.985 0.059
O -3.221 -2.551 0.717
O -3.045 1.216 0.922
O 0.719 -2.520 1.186
O 5.019 -0.278 -1.389
O -0.786 1.338 -0.664
O 0.480 0.283 1.490
O -1.937 -0.745 2.250
O 1.061 3.108 -0.945
C -1.597 -0.808 -1.253
C 0.756 -0.043 -1.653
C -0.681 0.346 -1.677
H -2.360 1.195 0.264
H 0.250 2.559 -1.041
H -2.122 2.649 -1.069
H 0.873 -0.902 -2.346
H 1.789 2.511 -0.770
H -1.420 -1.602 -1.866
H -4.588 0.087 0.741
H 4.175 -2.791 -0.403
H 1.545 0.696 -1.840
H 2.950 1.980 0.906
H 1.042 -0.481 -0.644
H 2.172 -0.277 1.604
H -2.673 -0.488 -1.376
H -5.468 0.578 -0.383
H 0.026 0.680 0.774
H -2.231 -1.512 1.758
H -1.325 -1.119 -0.279
H -2.563 3.708 -0.046
H -1.069 -0.609 1.879
H 0.742 0.999 2.054
H -2.807 -2.263 -0.132
H -0.848 0.736 -2.718
H 4.353 -0.019 -1.983
H -2.774 0.448 1.424
H -4.137 -2.348 0.615
H 3.235 -2.065 0.567
H 0.793 -1.564 1.037
H 4.018 1.265 0.153
H 3.031 -0.873 2.595
H 1.169 -2.749 2.011
H 5.649 0.432 -1.278

Calculated values
Gap between HOMO and LUMO: 7.45 eV
LUMO energy: 2.2 eV
Max |F|: 3.93 eV/A
Total charge: -1
Calculated total energy: -1111.0598 Eh

Results of the Mulliken charge analysis, in e, for atoms 1 through 6: atom 1 (O): -0.662, atom 2 (O): -0.704, atom 3 (O): -0.676, atom 4 (O): -0.604, atom 5 (O): -0.661, atom 6 (O): -0.728

---

Among the records above, which one has the lowest total charge?
C3H31O13